[1]
Entry from the Open Molecules 2025 dataset: one molecule with the formula C16H23NO2 in a non-equilibrium geometry (wB97M-V/def2-TZVPD).

Last column: natural (NBO) charge in e.
CARTESIAN COORDINATES (ANGSTROEM)
C: 2.76 -0.94 3.48  -0.637
C: 2.14 -0.10 2.36  0.058
C: 2.87 1.00 1.93  -0.220
C: 2.35 1.88 0.85  -0.265
C: 2.89 1.38 -0.53  0.018
O: 2.79 2.51 -1.44  -0.722
C: 2.08 0.11 -0.90  0.586
O: 2.67 -0.79 -1.52  -0.540
C: 0.57 -0.09 -0.65  -0.367
C: 0.01 -1.49 -0.86  -0.404
C: -1.52 -1.50 -0.68  -0.408
C: -1.93 -0.88 0.64  -0.212
N: -1.31 0.43 0.83  -0.498
C: -2.09 1.51 0.14  -0.207
C: -1.44 2.89 0.41  -0.405
C: 0.05 2.94 0.02  -0.407
C: 0.76 1.89 0.90  -0.197
C: 0.17 0.45 0.75  0.209
C: 0.71 -0.43 1.92  -0.476
H: 2.17 -0.87 4.40  0.213
H: 2.79 -1.98 3.16  0.213
H: 3.78 -0.64 3.71  0.217
H: 3.84 1.18 2.34  0.208
H: 2.71 2.91 0.98  0.230
H: 3.97 1.11 -0.39  0.194
H: 3.08 2.26 -2.34  0.481
H: 0.06 0.57 -1.36  0.234
H: 0.48 -2.23 -0.25  0.208
H: 0.15 -1.77 -1.92  0.227
H: -1.98 -0.90 -1.50  0.191
H: -1.96 -2.54 -0.76  0.214
H: -3.03 -0.70 0.67  0.203
H: -1.68 -1.59 1.41  0.188
H: -3.18 1.51 0.49  0.213
H: -2.02 1.43 -0.95  0.161
H: -2.02 3.64 -0.15  0.209
H: -1.59 3.18 1.48  0.201
H: 0.20 2.65 -1.01  0.203
H: 0.54 3.89 0.20  0.221
H: 0.53 2.15 1.93  0.212
H: 0.11 -0.32 2.84  0.238
H: 0.73 -1.46 1.62  0.218

The HOMO-LUMO gap comes out at 8.887 eV. As for the LUMO energy: 0.8 eV. As for the relative energy (zero: lowest compared OMol25 entry of this formula, charge and spin): 40.85 kcal/mol.

---

[2]
Entry from the Open Molecules 2025 dataset: a 3-piece molecular cluster, C5H15N2O3 overall in a non-equilibrium geometry (wB97M-V/def2-TZVPD).

Last column: natural (NBO) charge in e.
CARTESIAN COORDINATES (ANGSTROEM)
C: -0.60 0.26 -1.70  -0.058
O: 0.21 1.34 -1.57  -0.962
C: -0.33 -0.80 -0.64  -0.050
C: -0.04 -0.01 0.74  -0.445
C: -1.31 0.81 1.08  0.248
C: -2.44 0.39 1.73  -0.634
N: -1.21 2.10 0.73  -0.836
N: 0.89 -1.72 -0.84  -0.898
H: -0.42 -0.22 -2.74  0.102
H: -1.68 0.41 -1.69  0.123
H: -1.13 -1.41 -0.26  0.182
H: 0.19 -0.78 1.44  0.196
H: 0.83 0.60 0.59  0.221
H: -3.37 1.00 1.68  0.168
H: -2.67 -0.59 1.98  0.185
H: -0.40 2.30 0.02  0.441
H: -1.97 2.71 0.63  0.366
H: 0.84 -2.41 -1.54  0.347
H: 1.68 -1.15 -1.14  0.371
H: 1.47 -1.46 2.70  0.465
H: 1.92 -2.26 1.54  0.488
O: 1.77 -2.36 2.50  -0.955
H: 1.88 1.19 -1.23  0.526
H: 3.00 0.96 -2.49  0.460
O: 2.89 1.10 -1.51  -1.049

The HOMO-LUMO gap comes out at 7.651 eV. As for the LUMO energy: 3.9 eV. As for the relative energy (zero: lowest compared OMol25 entry of this formula, charge and spin): 36.49 kcal/mol. Its net charge is -1.

---

[3]
Entry from the Open Molecules 2025 dataset: C9H20Cl6F3KO11P2S as an isolated structure in a non-equilibrium geometry (wB97M-V/def2-TZVPD).

Last column: natural (NBO) charge in e.
CARTESIAN COORDINATES (ANGSTROEM)
K: -8.21 11.62 -20.32  0.989
C: -7.50 6.99 -18.23  0.717
F: -7.14 6.00 -17.43  -0.304
F: -6.48 7.31 -19.06  -0.330
F: -8.54 6.59 -19.00  -0.327
S: -8.10 8.51 -17.28  2.325
O: -9.41 8.19 -16.77  -0.980
O: -7.11 8.74 -16.23  -0.990
O: -8.12 9.61 -18.24  -1.097
C: -5.31 5.26 -14.14  -0.249
O: -6.60 4.91 -14.62  -0.834
P: -7.83 4.56 -13.63  2.574
O: -7.60 3.37 -12.82  -1.089
O: -9.07 4.49 -14.62  -0.821
C: -9.25 3.31 -15.41  -0.255
O: -7.96 5.95 -12.84  -0.813
C: -8.46 7.11 -13.50  -0.277
H: -4.65 4.59 -14.71  0.186
H: -5.24 5.13 -13.06  0.194
H: -4.97 6.25 -14.45  0.189
H: -8.48 3.29 -16.18  0.189
H: -10.25 3.22 -15.81  0.201
H: -9.04 2.45 -14.77  0.202
H: -9.28 7.48 -12.88  0.181
H: -8.79 7.03 -14.53  0.220
H: -7.72 7.91 -13.56  0.201
C: -13.38 9.52 -11.28  -0.244
O: -13.68 8.16 -11.59  -0.813
P: -13.56 7.55 -13.06  2.566
O: -14.83 7.48 -13.81  -1.086
O: -12.43 8.45 -13.79  -0.829
C: -12.01 8.00 -15.08  -0.256
O: -12.98 6.09 -12.77  -0.812
C: -11.70 5.79 -12.25  -0.252
H: -12.51 9.56 -10.62  0.180
H: -14.22 9.97 -10.76  0.188
H: -13.15 10.09 -12.18  0.196
H: -12.11 8.73 -15.88  0.199
H: -12.59 7.12 -15.38  0.187
H: -10.99 7.61 -15.03  0.205
H: -11.71 4.93 -11.58  0.198
H: -11.36 6.61 -11.61  0.176
H: -10.92 5.60 -12.99  0.194
C: -5.11 3.94 -19.84  -0.287
Cl: -6.58 2.99 -19.75  0.037
Cl: -5.13 4.90 -21.35  -0.017
Cl: -3.62 3.02 -19.75  0.034
H: -5.10 4.68 -19.05  0.232
C: -5.13 11.25 -18.00  -0.301
Cl: -5.00 9.92 -19.14  0.032
Cl: -4.86 12.74 -18.86  -0.013
Cl: -3.98 11.08 -16.66  0.039
H: -6.13 11.30 -17.59  0.246

The HOMO-LUMO gap comes out at 8.076 eV. As for the LUMO energy: -1.7 eV. As for the relative energy (zero: lowest compared OMol25 entry of this formula, charge and spin): 0.00 kcal/mol.

---

[4]
Entry from the Open Molecules 2025 dataset: a 7-piece molecular cluster, C17H39Cl9N4O4 overall in a non-equilibrium geometry (wB97M-V/def2-TZVPD).

Last column: Löwdin spin population.
CARTESIAN COORDINATES (ANGSTROEM)
C: 0.02 -4.67 4.42  0.000
Cl: -1.68 -4.22 4.13  0.000
Cl: 0.65 -3.90 5.87  0.000
Cl: 1.07 -4.26 3.03  0.000
H: 0.05 -5.74 4.60  0.000
C: 1.62 4.03 -0.55  0.244
Cl: 1.98 2.81 -1.82  0.240
Cl: 2.81 3.98 0.75  0.171
Cl: -0.03 3.82 0.22  0.252
H: 1.59 5.01 -1.02  0.020
C: -2.12 0.96 5.65  0.000
Cl: -2.62 -0.76 5.42  0.000
Cl: -3.49 2.07 5.72  0.001
Cl: -0.85 1.34 4.46  0.002
H: -1.62 1.16 6.60  0.000
C: 3.58 -3.54 -0.74  0.000
C: 4.29 -2.43 -1.55  0.000
C: 3.90 -0.95 -1.38  0.002
O: 4.27 -0.64 -0.06  0.000
C: 4.26 0.77 0.21  0.003
N: 5.69 -2.63 -1.15  0.000
H: 4.15 -4.45 -0.93  0.000
H: 2.52 -3.63 -0.99  0.000
H: 3.53 -3.30 0.32  0.000
H: 4.17 -2.64 -2.61  0.000
H: 2.88 -0.73 -1.71  0.002
H: 4.57 -0.44 -2.08  0.002
H: 3.26 1.16 0.01  0.001
H: 5.00 1.36 -0.34  0.000
H: 4.50 1.05 1.23  0.001
H: 5.91 -3.59 -0.91  0.000
H: 5.82 -2.19 -0.25  0.000
C: 0.49 -1.16 -3.32  0.002
C: -0.69 -0.57 -4.08  0.000
C: -0.69 0.99 -4.20  0.002
O: -1.97 1.74 -4.47  0.000
C: -3.00 1.40 -3.51  0.000
N: -0.89 -1.15 -5.39  0.000
H: 0.63 -2.24 -3.44  0.000
H: 0.51 -1.08 -2.24  0.000
H: 1.43 -0.78 -3.72  0.002
H: -1.60 -0.84 -3.54  0.000
H: -0.02 1.32 -4.99  0.002
H: -0.20 1.36 -3.31  0.002
H: -3.39 0.46 -3.90  0.000
H: -3.81 2.13 -3.53  0.000
H: -2.65 1.32 -2.48  0.000
H: -0.31 -0.65 -6.05  0.000
H: -1.84 -0.97 -5.70  0.000
C: -5.64 2.48 1.93  0.001
O: -6.46 1.75 1.42  0.000
N: -4.34 2.55 1.53  0.001
C: -3.34 3.39 2.20  0.013
C: -3.80 1.81 0.40  0.003
H: -5.81 3.23 2.72  0.000
H: -2.54 2.71 2.47  0.003
H: -3.84 3.68 3.12  0.001
H: -2.84 4.12 1.56  0.013
H: -4.60 1.30 -0.13  0.000
H: -3.27 2.55 -0.18  0.003
H: -3.06 1.13 0.82  0.000
C: -0.20 0.41 0.18  0.004
O: -1.00 0.37 -0.73  0.000
N: -0.19 -0.39 1.27  0.001
C: 1.00 -0.58 2.01  0.000
C: -1.34 -1.28 1.45  0.000
H: 0.59 1.19 0.17  0.003
H: 0.79 -0.47 3.07  0.000
H: 1.83 0.05 1.71  0.000
H: 1.41 -1.58 2.06  0.000
H: -1.19 -2.07 0.71  0.000
H: -1.59 -1.69 2.42  0.000
H: -2.25 -0.77 1.13  0.000

The HOMO-LUMO gap (alpha / beta) comes out at 2.135 / 8.267 eV. As for the LUMO energy (alpha / beta): 1.8 / 1.8 eV. The expectation value of S² is 0.753. The spin multiplicity is 2. As for the relative energy (zero: lowest compared OMol25 entry of this formula, charge and spin): 0.00 kcal/mol. Its net charge is -1.